1.
Below is C3H7NO in the gas phase in a non-equilibrium geometry, with properties calculated with the ωB97M-V functional and the def2-TZVPD basis.

The calculation puts the LUMO energy at 0.9 eV. As for the total charge: 0. The relative energy (zero: lowest compared OMol25 entry of this formula, charge and spin) comes out at 1.594 eV. The HOMO-LUMO gap is 9.97 eV. The SMILES is C[C@@H](N)C=O.

Each line ends with the Mulliken charge.
Atoms and positions in Å:
O (1.27, -1.67, -0.86)  -0.457
C (0.47, -0.83, -1.17)  -0.137
C (-0.26, 0.04, -0.17)  0.674
C (-0.02, -0.39, 1.29)  -1.307
N (-0.03, 1.44, -0.42)  -0.538
H (0.16, -0.77, -2.23)  0.382
H (-1.33, -0.16, -0.26)  0.081
H (0.27, -1.43, 1.32)  0.288
H (-0.97, -0.34, 1.85)  0.350
H (0.62, 0.26, 1.86)  0.351
H (-0.52, 2.13, 0.11)  0.165
H (0.35, 1.72, -1.31)  0.148

=====

2.
Below is C4H3NO2 in the gas phase in a non-equilibrium geometry, with properties calculated with the ωB97M-V functional and the def2-TZVPD basis.

The calculation puts the LUMO energy at -0.2 eV. As for the total charge: 0. The relative energy (zero: lowest compared OMol25 entry of this formula, charge and spin) comes out at 2.595 eV. The HOMO-LUMO gap is 10.30 eV. The SMILES is O=Cc1ccon1.

Each line ends with the Mulliken charge.
Atoms and positions in Å:
O (2.25, -0.89, 0.75)  -0.447
C (1.53, 0.05, 0.97)  0.026
C (0.44, 0.46, 0.03)  0.407
N (-0.27, 1.56, 0.10)  -0.397
O (-1.53, 1.19, -0.45)  -0.161
C (-1.47, -0.10, -0.83)  -0.375
C (-0.24, -0.60, -0.60)  -0.200
H (1.47, 0.53, 1.97)  0.335
H (-2.35, -0.62, -1.20)  0.410
H (0.17, -1.58, -0.75)  0.402

=====

3.
Below is a molecular structure, C50H41BBr3N8O18 in a non-equilibrium geometry, with properties calculated with the ωB97M-V functional and the def2-TZVPD basis.

The calculation puts the LUMO energy at 0.8 eV. As for the total charge: -1. The relative energy (zero: lowest compared OMol25 entry of this formula, charge and spin) comes out at 0.000 eV. The HOMO-LUMO gap is 8.31 eV.

Each line ends with the Mulliken charge.
Atoms and positions in Å:
O (9.91, -14.48, -6.66)  -0.516
C (9.76, -13.74, -5.65)  0.371
O (8.80, -13.68, -4.84)  -0.179
B (9.00, -12.70, -3.71)  0.775
O (10.54, -12.49, -3.80)  -0.442
C (11.05, -13.09, -4.90)  1.147
O (12.19, -13.00, -5.30)  -0.815
O (8.55, -13.24, -2.44)  -0.140
C (7.41, -12.57, -2.20)  0.203
O (6.57, -12.71, -1.27)  -0.568
C (7.29, -11.40, -3.25)  0.568
O (8.29, -11.48, -4.01)  -0.459
O (6.28, -10.75, -3.41)  -0.669
C (8.73, -9.83, -7.12)  0.061
Br (7.59, -10.01, -8.75)  -0.082
Br (8.39, -7.96, -6.55)  -0.055
Br (10.66, -10.01, -7.38)  -0.001
H (8.30, -10.47, -6.35)  0.015
C (9.88, -16.86, -3.24)  -0.217
C (10.39, -17.88, -2.41)  -0.931
C (9.76, -19.09, -2.33)  -0.427
C (8.56, -19.23, -3.07)  -0.141
C (8.01, -18.20, -3.86)  -0.463
C (8.77, -17.05, -3.96)  -0.063
N (7.91, -20.53, -3.14)  1.040
O (6.98, -20.64, -3.91)  -0.624
O (8.24, -21.40, -2.38)  -0.642
H (10.48, -16.00, -3.48)  0.534
H (11.33, -17.76, -1.90)  0.552
H (10.13, -19.88, -1.70)  0.480
H (7.04, -18.28, -4.32)  0.452
H (8.35, -16.29, -4.61)  0.384
C (10.09, -14.86, 1.64)  -0.270
C (9.44, -14.70, 2.90)  -0.520
C (8.06, -14.83, 3.04)  -0.531
C (7.35, -14.86, 1.82)  0.056
C (8.00, -15.00, 0.56)  -0.306
C (9.40, -15.13, 0.50)  -0.465
N (5.85, -14.77, 1.98)  1.007
O (5.41, -14.88, 3.17)  -0.626
O (5.18, -14.58, 1.00)  -0.526
H (11.16, -14.78, 1.59)  0.463
H (10.05, -14.57, 3.78)  0.377
H (7.60, -14.85, 4.01)  0.483
H (7.33, -15.09, -0.28)  0.459
H (9.91, -15.07, -0.46)  0.399
C (4.70, -14.60, -9.21)  -0.376
C (5.88, -14.43, -8.45)  -0.631
C (6.65, -15.58, -8.19)  0.224
C (6.26, -16.87, -8.52)  -0.130
C (5.12, -16.93, -9.34)  -0.224
C (4.33, -15.84, -9.63)  -0.526
N (6.95, -18.06, -8.04)  0.953
O (7.47, -18.17, -6.94)  -0.539
O (6.73, -19.07, -8.73)  -0.578
H (4.24, -13.68, -9.56)  0.354
H (6.24, -13.47, -8.11)  0.515
H (7.45, -15.53, -7.47)  0.183
H (4.82, -17.84, -9.83)  0.400
H (3.46, -16.02, -10.25)  0.360
C (14.68, -10.03, -4.21)  -0.292
C (15.23, -8.97, -3.53)  -0.896
C (14.36, -7.96, -3.16)  0.030
C (13.06, -7.86, -3.47)  -0.714
C (12.51, -8.95, -4.11)  0.311
C (13.32, -10.05, -4.54)  -0.100
N (12.32, -6.67, -3.07)  0.981
O (11.10, -6.55, -3.41)  -0.545
O (12.86, -5.75, -2.46)  -0.595
H (15.26, -10.84, -4.63)  0.429
H (16.22, -9.02, -3.09)  0.374
H (14.80, -7.15, -2.60)  0.385
H (11.49, -8.98, -4.46)  0.516
H (12.88, -10.81, -5.17)  0.077
C (12.94, -15.83, -9.29)  -0.192
C (12.04, -16.08, -8.30)  -0.978
C (12.62, -16.12, -6.99)  0.254
C (14.00, -16.03, -6.77)  -0.188
C (14.85, -15.85, -7.86)  -0.274
C (14.31, -15.68, -9.15)  -0.696
N (14.57, -16.22, -5.41)  1.036
O (15.76, -16.01, -5.15)  -0.599
O (13.83, -16.63, -4.50)  -0.518
H (12.54, -15.68, -10.28)  0.325
H (10.97, -16.16, -8.42)  0.477
H (12.01, -16.27, -6.10)  0.523
H (15.92, -15.88, -7.74)  0.442
H (14.94, -15.30, -9.93)  0.381
N (3.09, -10.59, 0.95)  -0.593
C (4.22, -11.28, 0.72)  -0.218
C (5.33, -11.10, 1.54)  0.042
C (5.32, -10.29, 2.66)  -0.759
C (4.20, -9.41, 2.83)  -0.456
C (3.09, -9.71, 2.01)  -0.228
H (4.32, -11.87, -0.18)  0.569
H (6.18, -11.72, 1.31)  0.495
H (6.21, -10.12, 3.25)  0.368
H (4.15, -8.75, 3.68)  0.380
H (2.15, -9.19, 2.09)  0.375
N (7.74, -7.21, -0.21)  -0.515
C (8.01, -5.92, -0.52)  -0.349
C (7.80, -5.32, -1.76)  -0.303
C (7.40, -6.19, -2.75)  -0.307
C (7.21, -7.57, -2.52)  -0.307
C (7.45, -8.01, -1.20)  -0.412
H (8.27, -5.23, 0.27)  0.350
H (8.04, -4.32, -2.08)  0.383
H (7.23, -5.62, -3.65)  0.316
H (6.95, -8.29, -3.29)  0.432
H (7.24, -9.00, -0.82)  0.693
N (16.65, -13.77, -1.47)  -0.549
C (15.86, -13.99, -2.52)  -0.518
C (14.49, -14.19, -2.38)  0.179
C (13.91, -14.10, -1.10)  -0.441
C (14.72, -13.90, 0.02)  -0.285
C (16.10, -13.65, -0.22)  -0.417
H (16.37, -14.18, -3.45)  0.460
H (13.81, -14.31, -3.21)  0.250
H (12.83, -14.18, -1.05)  0.569
H (14.21, -13.79, 0.96)  0.382
H (16.73, -13.53, 0.64)  0.326

=====

4.
Below is a molecular structure, C14H20CuN2O2S in a non-equilibrium geometry, with properties calculated with the ωB97M-V functional and the def2-TZVPD basis.

The calculation puts the LUMO energy (spin up / spin down) at -9.6 / -10.1 eV. As for the total charge: +2. The HOMO-LUMO gap (spin up / spin down) is 5.40 / 4.84 eV. The spin multiplicity is 2.

Each line ends with the Löwdin spin population.
Atoms and positions in Å:
C (3.92, 0.19, 1.27)  0.005
O (3.46, 1.06, 0.16)  0.001
C (2.15, 1.67, 0.46)  0.005
C (1.35, 2.25, -0.87)  -0.002
C (0.93, 1.10, -1.96)  -0.004
C (0.48, -0.34, -1.30)  -0.048
C (1.68, -1.42, -0.91)  0.439
C (1.40, -2.89, -0.21)  -0.030
N (2.43, -3.97, 0.20)  0.150
S (1.35, -5.23, 0.85)  0.034
N (-0.26, -4.56, 0.64)  0.074
C (-0.20, -3.17, 0.01)  0.005
C (-1.46, -2.16, -0.37)  0.455
C (-1.11, -0.68, -1.05)  -0.107
C (-2.39, 0.28, -1.42)  -0.009
C (-2.31, 1.81, -0.85)  -0.004
C (-2.20, 1.92, 0.79)  -0.001
C (-3.04, 0.77, 1.61)  0.003
O (-3.63, 1.36, 2.85)  0.001
H (3.54, -0.93, 1.15)  0.002
H (5.10, 0.12, 1.17)  0.000
H (3.58, 0.54, 2.33)  0.000
H (2.27, 2.59, 1.19)  0.000
H (1.47, 0.89, 1.04)  0.003
H (0.44, 2.87, -0.44)  0.001
H (2.08, 3.06, -1.34)  -0.001
H (1.89, 0.88, -2.65)  0.000
H (0.10, 1.48, -2.72)  -0.001
H (2.80, -1.15, -1.13)  0.010
H (-2.60, -2.44, -0.20)  0.013
H (-3.37, -0.23, -1.03)  0.000
H (-2.51, 0.35, -2.60)  -0.004
H (-1.47, 2.45, -1.42)  0.000
H (-3.34, 2.33, -1.14)  0.000
H (-1.07, 2.04, 1.16)  0.000
H (-2.72, 2.96, 1.08)  0.000
H (-2.27, -0.08, 1.89)  0.002
H (-3.96, 0.40, 0.98)  0.000
H (-3.16, 0.87, 3.60)  0.000
Cu (0.64, -6.96, -0.82)  0.009

=====

5.
Below is a molecular structure, C14H37N3O4Pd in a non-equilibrium geometry, with properties calculated with the ωB97M-V functional and the def2-TZVPD basis.

The calculation puts the LUMO energy (spin up / spin down) at -5.0 / -7.4 eV. As for the total charge: +2. The relative energy (zero: lowest compared OMol25 entry of this formula, charge and spin) comes out at 2.605 eV. The HOMO-LUMO gap (spin up / spin down) is 10.68 / 8.15 eV. The spin multiplicity is 3.

Each line ends with the Löwdin spin population.
Atoms and positions in Å:
Pd (-2.03, -0.67, 13.80)  1.534
C (-5.02, 0.47, 16.56)  0.000
O (-3.88, -0.24, 16.17)  0.001
C (-3.70, -1.41, 16.91)  0.000
C (-2.34, -2.07, 16.48)  -0.001
N (-2.45, -2.48, 15.04)  0.065
C (-1.36, -3.42, 14.62)  0.006
C (0.04, -2.80, 14.52)  0.002
O (-0.09, -1.53, 13.91)  0.060
C (1.22, -0.96, 14.06)  0.009
H (-4.98, 1.50, 16.21)  0.000
H (-5.17, 0.60, 17.63)  0.000
H (-5.85, 0.08, 15.97)  0.000
H (-4.61, -2.00, 16.91)  0.000
H (-3.58, -1.27, 17.98)  0.000
H (-2.25, -3.02, 17.02)  0.001
H (-1.42, -1.52, 16.64)  0.000
H (-3.31, -3.00, 15.18)  0.003
H (-1.60, -3.74, 13.61)  0.000
H (-1.33, -4.35, 15.20)  0.003
H (0.61, -3.49, 13.89)  0.001
H (0.58, -2.74, 15.46)  0.000
H (1.65, -1.05, 15.05)  0.001
H (1.28, 0.12, 13.94)  0.000
H (1.88, -1.29, 13.25)  0.002
C (-1.24, 3.37, 15.77)  0.006
C (-1.87, 2.13, 15.21)  0.005
C (-3.00, 2.43, 14.25)  0.002
O (-3.54, 1.16, 13.73)  0.033
C (-4.48, 1.44, 12.73)  0.002
N (-0.87, 1.24, 14.63)  0.092
H (-2.01, 3.84, 16.37)  0.001
H (-1.07, 4.18, 15.05)  0.000
H (-0.33, 3.21, 16.36)  0.000
H (-2.32, 1.70, 16.10)  0.000
H (-2.65, 3.12, 13.49)  0.000
H (-3.67, 2.96, 14.92)  0.000
H (-5.03, 0.65, 12.23)  0.000
H (-4.03, 2.01, 11.92)  0.000
H (-5.30, 2.04, 13.14)  0.001
H (-0.13, 1.02, 15.29)  0.001
H (-0.37, 1.78, 13.94)  0.002
C (-2.51, -1.09, 9.17)  0.006
C (-2.79, -0.82, 10.73)  0.003
C (-3.70, -1.89, 11.37)  0.003
O (-3.84, -1.39, 12.71)  0.072
C (-5.07, -1.95, 13.36)  0.004
N (-1.53, -0.64, 11.52)  0.075
H (-1.65, -0.55, 8.79)  0.000
H (-3.40, -0.74, 8.65)  0.001
H (-2.35, -2.17, 9.08)  0.000
H (-3.11, 0.22, 10.75)  0.000
H (-3.37, -2.93, 11.32)  0.000
H (-4.66, -1.75, 10.87)  0.002
H (-5.03, -3.01, 13.14)  0.000
H (-5.91, -1.41, 12.91)  0.002
H (-5.06, -1.94, 14.45)  0.000
H (-1.22, 0.23, 11.10)  0.000
H (-0.80, -1.29, 11.29)  0.002

=====

6.
Below is 2 unconnected molecules or ions with the total composition C10H16 in a non-equilibrium geometry, with properties calculated with the ωB97M-V functional and the def2-TZVPD basis.

The calculation puts the LUMO energy at 1.0 eV. As for the total charge: 0. The relative energy (zero: lowest compared OMol25 entry of this formula, charge and spin) comes out at 1.049 eV. The HOMO-LUMO gap is 10.05 eV. The SMILES is Cc1ccccc1.CCC.

Each line ends with the Mulliken charge.
Atoms and positions in Å:
C (1.67, 0.57, -0.44)  0.700
C (1.06, 0.97, -1.78)  -1.251
C (3.08, 1.13, -0.28)  -1.522
H (0.99, 0.89, 0.33)  -0.156
H (1.77, -0.50, -0.28)  0.204
H (1.11, 0.09, -2.44)  0.281
H (3.48, 1.02, 0.73)  0.362
H (1.52, 1.73, -2.41)  0.386
H (-0.01, 1.19, -1.76)  0.289
H (3.73, 0.67, -1.02)  0.345
H (3.19, 2.19, -0.55)  0.370
C (-2.49, -1.59, -1.09)  -1.481
C (-2.10, 0.36, 0.57)  -0.597
C (-1.79, -0.91, 0.07)  1.026
C (-1.59, 0.85, 1.75)  -0.411
C (-0.70, -1.58, 0.62)  -0.385
C (-0.57, 0.12, 2.38)  -0.643
C (-0.05, -0.95, 1.69)  -0.403
H (-3.00, 0.76, 0.12)  0.373
H (-2.04, 1.62, 2.36)  0.387
H (-3.08, -2.40, -0.68)  0.345
H (-1.73, -1.96, -1.78)  0.322
H (-0.14, -2.44, 0.27)  0.334
H (-0.10, 0.49, 3.28)  0.369
H (0.83, -1.41, 2.09)  0.362
H (-3.04, -0.92, -1.74)  0.393